1.
C9H17N3O4S in the gas phase in a non-equilibrium geometry. Source: OMol25; level of theory: the ωB97M-V functional and the def2-TZVPD basis.

Calculated values
SMILES string = CSCC[C@H](NC(=O)[C@@H](N)CC(N)=O)C(=O)O
energy relative to the best compared isomer or geometry (same formula, charge and spin) = 4.445 eV
orbital gap = 9.09 eV
spin multiplicity = 1

```
34
Properties=species:S:1:pos:R:3:mulliken_charge:R:1
C 4.2764 -2.1095 -0.2647 -0.9121
S 2.8879 -3.2795 -0.3200 -0.0760
C 1.9611 -2.8823 1.1360 -0.6683
C 1.2024 -1.5469 0.9887 -0.7380
C -0.0726 -1.5752 -0.0542 0.3330
N -0.3496 -0.2401 -0.5751 -0.1633
C -0.3585 0.9930 0.1754 0.0950
O -0.3320 1.0883 1.5333 -0.7413
C -0.6378 2.2425 -0.5958 0.1852
N 0.1257 2.1447 -1.9803 -0.7829
C -2.1776 2.4804 -0.9516 -0.3931
C -3.0915 3.0595 0.1776 0.3977
N -3.0303 2.5745 1.3918 -0.2976
O -3.7982 4.0943 -0.2060 -0.6638
C -1.2740 -2.3070 0.3469 0.3067
O -1.3073 -3.3622 0.9491 -0.5712
O -2.3727 -1.7288 -0.1985 -0.5490
H 5.0013 -2.4276 0.4876 0.2750
H 4.7348 -2.2419 -1.1736 0.3958
H 4.1171 -0.9860 -0.3063 0.2729
H 1.2536 -3.7511 1.2710 0.3347
H 2.5633 -2.8925 2.1253 0.3785
H 1.9298 -0.5950 0.6830 0.0978
H 0.8491 -1.1837 1.8786 0.5802
H 0.4679 -2.1136 -0.9278 0.2210
H -0.2980 -0.2091 -1.6491 0.3755
H -0.3645 2.9413 0.1671 0.2999
H 0.1093 3.3083 -2.2750 0.3524
H 1.0880 2.1184 -1.7224 0.2911
H -2.8251 1.6656 -1.3842 0.2452
H -2.0378 3.2045 -1.7753 0.1553
H -2.2555 1.8868 1.7271 0.2463
H -3.8979 2.6769 2.0784 0.2819
H -2.0863 -1.0470 -0.7569 0.4356
```



2.
An isolated ion of composition C9H17NO3P and charge -1 in a non-equilibrium geometry. Source: OMol25; level of theory: the ωB97M-V functional and the def2-TZVPD basis.

Calculated values
energy relative to the best compared isomer or geometry (same formula, charge and spin) = 2.408 eV
orbital gap (alpha / beta) = 6.50 / 4.59 eV
total charge = -1
spin multiplicity = 1

```
31
Properties=species:S:1:pos:R:3:mulliken_charge:R:1
C 0.5761 0.5977 3.6586 -1.5691
C 0.6982 0.5379 2.2870 0.0965
C -0.3802 0.3694 1.4911 -1.0751
C -0.2583 0.1460 -0.0349 2.0889
C -0.1688 -1.4579 -0.7338 -0.4178
C 1.0793 0.6903 -2.1463 -1.5608
C -1.7748 2.2837 -0.4952 -1.5318
C 0.9456 0.8026 -0.6303 -0.5432
C -1.6228 0.7351 -0.6681 -1.2447
N -1.2969 -2.0300 -1.0868 -0.2078
O 2.5715 -1.8892 -1.1246 -0.7083
O 1.3767 -2.5051 1.0611 -0.6047
O 0.8513 -3.9220 -1.0783 -0.8022
P 1.3337 -2.5666 -0.6053 0.8855
H 1.4893 0.7881 4.2063 0.2495
H -0.2825 0.4512 4.1078 0.4443
H 1.6879 0.6324 1.9458 0.3260
H -1.4517 0.0416 1.8542 -0.0112
H 0.4352 -0.1482 -2.3687 0.3312
H 2.1162 0.6365 -2.4505 0.3377
H 0.5890 1.4562 -2.7436 0.3572
H -2.7207 2.5215 -0.8981 0.4522
H -0.9931 2.8241 -0.8807 0.4123
H -1.8387 2.4822 0.5560 0.3134
H 1.1581 1.8814 -0.4248 0.5265
H 1.8090 0.2909 -0.2378 0.5497
H -1.5475 0.4074 -1.7045 0.5571
H -2.4766 0.1637 -0.2726 0.4064
H 1.3980 -1.5408 1.3813 0.4467
H -1.1866 -2.9991 -1.2296 0.3268
H -2.1156 -1.6811 -0.7346 0.1690
```



3.
C9H18BiOP as an isolated structure in a non-equilibrium geometry. Source: OMol25; level of theory: the ωB97M-V functional and the def2-TZVPD basis.

Calculated values
energy relative to the best compared isomer or geometry (same formula, charge and spin) = 2.316 eV
orbital gap (alpha / beta) = 3.87 / 3.35 eV
spin multiplicity = 1

```
30
Properties=species:S:1:pos:R:3:mulliken_charge:R:1
C -0.7695 0.8164 -3.1929 -0.5298
C -1.3191 2.0950 -3.4972 -0.6602
C -0.3249 3.0849 -3.2027 -0.3825
C 0.8571 2.4003 -2.7654 -0.6993
C 0.5752 1.0042 -2.7234 -0.4263
Bi -0.8541 -1.6080 -0.3149 0.5655
P -0.1072 -4.0008 -0.5603 -0.3337
H -1.2762 -0.1374 -3.2977 0.4362
H -2.3377 2.2646 -3.8628 0.3660
H -0.4626 4.1696 -3.2581 0.3886
H 1.2382 0.2117 -2.4011 0.4228
H 1.7998 2.8510 -2.4473 0.3524
H 1.1405 -4.1693 -1.2544 0.1623
H -1.1156 -4.5883 -1.3965 0.1458
H -0.0922 -4.6657 0.6917 0.1483
C -2.0998 -0.0789 2.0470 -1.4307
C -0.6886 0.4978 2.0697 -0.0179
O 0.2177 -0.3755 1.3719 -0.3991
C 1.3887 -0.7634 2.0606 -0.2485
C 2.2236 0.3842 2.6027 -1.1249
H -2.5267 -0.2296 1.0315 0.3590
H -2.7741 0.6270 2.5423 0.3792
H -2.1470 -1.0239 2.6122 0.3570
H -0.6387 1.4728 1.5675 0.2285
H -0.3313 0.6242 3.1051 0.3407
H 1.0956 -1.4698 2.8612 0.3279
H 1.9721 -1.3501 1.3421 0.2285
H 1.6912 0.9555 3.3740 0.3586
H 3.1074 -0.0635 3.0832 0.3781
H 2.5581 1.0651 1.8121 0.3076
```



4.
C9H18CdO17S2 as an isolated structure in a non-equilibrium geometry. Source: OMol25; level of theory: the ωB97M-V functional and the def2-TZVPD basis.

Calculated values
energy relative to the best compared isomer or geometry (same formula, charge and spin) = 2.679 eV
orbital gap = 3.73 eV
total charge = -2
spin multiplicity = 1

```
47
Properties=species:S:1:pos:R:3:mulliken_charge:R:1
Cd 0.3388 0.1466 -0.8976 4.7713
S 0.8180 -1.3890 -2.9936 1.0532
O 1.5821 -1.2420 -1.7154 -0.7667
O 1.4241 -0.7015 -4.1180 -0.6472
O 0.5805 -2.7940 -3.3620 -0.7734
O -0.4564 -0.7161 -2.5463 -0.6763
S 1.6893 2.6371 -2.8561 1.2643
O 3.0204 2.1455 -3.2699 -0.8107
O 0.8316 2.5346 -4.0396 -0.7854
O 1.1365 1.7601 -1.7623 -1.2143
O 1.7916 4.0067 -2.3451 -0.8001
C 0.9255 -2.9234 1.6392 -0.1947
O -0.4106 -3.2876 1.3333 -0.4269
C -1.1081 -2.4672 0.5537 0.1745
O -0.7323 -1.3777 0.2305 -0.3526
O -2.3128 -2.9635 0.2800 -0.3342
C -2.6815 -4.2624 0.7172 -0.7434
H 1.0332 -1.8396 1.7041 -0.2561
H 1.6976 -3.2967 0.9712 0.2696
H 1.1635 -3.2228 2.6621 0.3291
H -3.7040 -4.4424 0.3871 0.2567
H -2.5711 -4.3397 1.7967 0.3051
H -2.1725 -5.0999 0.2355 0.2787
C -1.6042 3.8221 0.6865 -0.3844
O -2.7056 3.1008 0.1382 -0.3577
C -2.4483 1.8562 -0.2426 0.5445
O -1.3450 1.4060 -0.4059 -1.2424
O -3.5629 1.1584 -0.3195 -0.4076
C -3.5635 -0.0184 -1.1114 -0.3568
H -1.9883 4.6227 1.3181 0.2296
H -1.0663 4.3001 -0.1323 0.3486
H -0.9397 3.1957 1.2782 -0.0128
H -3.0698 0.0625 -2.0806 0.3122
H -4.5894 -0.3558 -1.2508 0.3114
H -3.0383 -0.7976 -0.5625 -0.0281
C 3.9324 1.0607 -0.0647 -0.1507
O 3.3879 1.4529 1.2031 -0.4042
C 2.2081 1.0359 1.6073 0.7234
O 1.3389 0.6571 0.8617 -1.1148
O 2.1908 0.9664 2.9288 -0.3998
C 0.9106 0.7230 3.5116 -0.5622
H 4.6146 1.8475 -0.3764 0.1830
H 3.1499 0.9713 -0.8246 -0.0631
H 4.4970 0.1292 -0.0056 0.2223
H 0.6372 -0.3324 3.5466 0.2547
H 0.0820 1.3131 3.1295 0.1604
H 1.0886 0.9574 4.5629 0.2743
```